1.
{"formula": "C32H74ClF3N2O14P4", "method": "ωB97M-V with the def2-TZVPD basis set", "elements": ["C", "C", "N", "N", "C", "C", "C", "C", "O", "C", "O", "C", "C", "F", "F", "F", "C", "Cl", "C", "C", "P", "C", "C", "H", "H", "H", "H", "H", "H", "H", "H", "H", "H", "H", "H", "H", "H", "H", "H", "H", "H", "H", "H", "H", "H", "H", "H", "H", "H", "H", "H", "H", "O", "P", "O", "C", "C", "O", "C", "C", "O", "C", "C", "H", "H", "H", "H", "H", "H", "H", "H", "H", "H", "H", "H", "H", "H", "H", "O", "P", "O", "C", "C", "O", "C", "C", "O", "C", "C", "H", "H", "H", "H", "H", "H", "H", "H", "H", "H", "H", "H", "H", "H", "H", "O", "P", "O", "C", "C", "O", "C", "C", "O", "C", "C", "H", "H", "H", "H", "H", "H", "H", "H", "H", "H", "H", "H", "H", "H", "H"], "positions_angstrom": [[3.135, -3.877, -1.119], [2.794, -2.535, -2.052], [1.308, -2.274, -1.961], [0.794, -1.646, -3.082], [0.001, -0.381, -2.718], [1.007, 0.563, -1.854], [0.988, 2.175, -2.308], [0.716, 3.188, -1.025], [0.035, 4.388, -1.618], [-1.480, -0.664, -2.103], [-2.572, 0.160, -2.669], [-2.338, 1.593, -2.544], [-3.817, 2.354, -2.371], [-3.697, 3.766, -2.895], [-4.930, 1.595, -3.014], [-4.050, 2.519, -0.889], [-1.622, -0.586, -0.476], [-3.414, -0.471, 0.120], [-0.906, -1.794, 0.362], [-1.371, -1.638, 1.962], [-1.935, -2.466, -2.709], [-3.740, -2.908, -2.280], [-1.909, -2.496, -4.658], [4.282, -3.886, -0.790], [2.473, -3.919, -0.137], [2.944, -4.832, -1.801], [3.385, -1.617, -1.606], [3.115, -2.807, -3.144], [0.759, -3.161, -1.867], [1.609, -1.290, -3.646], [-0.168, 0.173, -3.763], [0.949, 0.455, -0.690], [2.116, 0.221, -2.141], [0.253, 2.370, -3.219], [2.066, 2.482, -2.719], [1.762, 3.600, -0.642], [0.057, 2.714, -0.182], [0.738, 4.891, -2.162], [-1.912, 2.009, -3.573], [-1.705, 1.941, -1.627], [-1.137, 0.430, -0.078], [0.248, -1.590, 0.358], [-1.219, -2.878, 0.056], [-2.355, -2.293, 2.118], [-0.526, -2.222, 2.569], [-1.496, -0.523, 2.295], [-4.106, -3.770, -3.013], [-4.511, -2.010, -2.394], [-3.892, -3.325, -1.184], [-2.057, -1.354, -4.969], [-2.747, -3.191, -5.092], [-0.819, -2.778, -5.045], [4.571, -6.257, 1.130], [4.941, -7.511, 1.958], [3.411, -7.699, 2.557], [2.438, -8.283, 1.711], [2.663, -9.775, 1.563], [5.594, -6.602, 3.192], [6.351, -5.438, 2.879], [5.507, -4.201, 3.129], [5.356, -8.913, 2.883], [5.493, -8.941, 4.301], [4.222, -8.641, 5.079], [2.438, -7.786, 0.734], [1.460, -8.106, 2.173], [3.597, -9.975, 1.032], [1.843, -10.236, 1.002], [2.736, -10.259, 2.541], [6.725, -5.473, 1.851], [7.226, -5.421, 3.536], [4.527, -4.269, 2.647], [6.013, -3.303, 2.763], [5.314, -4.081, 4.198], [6.317, -8.299, 4.619], [5.799, -9.962, 4.549], [3.936, -7.589, 4.992], [4.369, -8.852, 6.144], [3.385, -9.246, 4.719], [0.314, 0.654, 5.824], [-1.076, 0.445, 6.473], [-1.309, 2.059, 6.749], [-1.704, 2.866, 5.655], [-3.155, 2.624, 5.291], [-0.414, 0.022, 7.942], [0.758, -0.784, 7.976], [1.964, 0.085, 8.285], [-2.629, 0.211, 7.198], [-2.904, 0.332, 8.591], [-2.696, 1.722, 9.172], [-1.048, 2.686, 4.795], [-1.573, 3.910, 5.959], [-3.296, 1.610, 4.907], [-3.484, 3.331, 4.522], [-3.802, 2.731, 6.167], [0.885, -1.338, 7.042], [0.631, -1.525, 8.772], [2.013, 0.963, 7.632], [2.892, -0.483, 8.177], [1.906, 0.468, 9.307], [-2.355, -0.423, 9.157], [-3.963, 0.081, 8.707], [-1.635, 1.983, 9.220], [-3.090, 1.771, 10.192], [-3.200, 2.482, 8.569], [-3.211, 8.495, -5.248], [-1.917, 8.076, -5.988], [-2.539, 8.407, -7.485], [-2.589, 9.761, -7.894], [-1.209, 10.278, -8.251], [-2.298, 6.456, -5.900], [-2.901, 5.941, -4.719], [-4.386, 5.732, -4.956], [-0.472, 7.607, -6.815], [-0.320, 6.411, -7.573], [-1.212, 6.305, -8.799], [-3.049, 10.377, -7.112], [-3.235, 9.809, -8.778], [-0.568, 10.316, -7.366], [-1.270, 11.286, -8.674], [-0.720, 9.621, -8.976], [-2.714, 6.596, -3.862], [-2.429, 4.980, -4.494], [-4.862, 6.622, -5.379], [-4.897, 5.473, -4.024], [-4.547, 4.927, -5.677], [-0.419, 5.534, -6.930], [0.719, 6.410, -7.919], [-2.260, 6.157, -8.523], [-0.913, 5.450, -9.415], [-1.153, 7.209, -9.411]], "e_lumo_ev": -2.34, "smiles": "CCNN[C@H](CCCO)[C@](OCC(F)(F)F)([C@@H](Cl)CC)P(C)C.CCOP(=O)(OCC)OCC.CCOP(=O)(OCC)OCC.CCOP(=O)(OCC)OCC"}

=====

2.
{"formula": "C32H74N2O11P", "method": "ωB97M-V with the def2-TZVPD basis set", "elements": ["C", "C", "O", "O", "C", "O", "C", "P", "C", "C", "C", "N", "O", "O", "C", "N", "H", "H", "H", "H", "H", "H", "H", "H", "H", "H", "H", "H", "H", "H", "C", "C", "O", "C", "C", "H", "H", "H", "H", "H", "H", "H", "H", "H", "H", "C", "C", "O", "C", "C", "H", "H", "H", "H", "H", "H", "H", "H", "H", "H", "C", "C", "O", "C", "C", "H", "H", "H", "H", "H", "H", "H", "H", "H", "H", "C", "C", "O", "C", "C", "H", "H", "H", "H", "H", "H", "H", "H", "H", "H", "C", "C", "O", "C", "C", "H", "H", "H", "H", "H", "H", "H", "H", "H", "H", "C", "C", "O", "C", "C", "H", "H", "H", "H", "H", "H", "H", "H", "H", "H"], "positions_angstrom": [[-4.799, -2.784, 0.207], [-3.389, -3.327, 0.233], [-3.085, -4.294, -0.408], [-2.523, -2.604, 0.985], [-1.351, -3.292, 1.358], [-1.408, -4.410, 1.770], [-0.050, -2.536, 1.231], [-0.205, -0.680, 1.737], [1.147, -0.083, 0.522], [0.577, 0.950, -0.441], [-0.080, 0.302, -1.622], [-1.478, 0.365, -1.700], [0.541, -0.276, -2.469], [1.083, -0.915, 3.102], [0.772, -0.328, 4.138], [0.476, 0.179, 5.150], [-4.927, -2.049, 0.988], [-5.500, -3.589, 0.333], [-4.912, -2.260, -0.729], [0.305, -2.680, 0.217], [0.605, -3.001, 1.947], [-1.250, -1.071, 2.670], [-0.368, 0.697, 2.203], [-1.222, -0.431, 0.750], [1.638, -0.880, -0.024], [1.905, 0.412, 1.114], [-0.158, 1.525, 0.119], [1.363, 1.630, -0.744], [-1.860, -0.566, -1.626], [-1.819, 0.913, -0.926], [-0.578, 1.545, -4.867], [-1.190, 0.301, -5.478], [-2.601, 0.370, -5.636], [-3.080, 1.407, -6.462], [-2.578, 1.340, -7.896], [-1.031, 1.747, -3.898], [0.494, 1.407, -4.730], [-0.729, 2.425, -5.501], [-1.005, -0.545, -4.818], [-0.713, 0.061, -6.437], [-2.855, 2.385, -6.019], [-4.166, 1.309, -6.461], [-1.495, 1.448, -7.955], [-3.025, 2.139, -8.490], [-2.840, 0.381, -8.347], [2.821, -1.831, 7.077], [3.830, -2.049, 5.965], [4.820, -3.028, 6.257], [4.335, -4.330, 6.512], [3.559, -4.940, 5.356], [3.331, -1.548, 8.001], [2.129, -1.037, 6.795], [2.236, -2.729, 7.282], [4.379, -1.124, 5.789], [3.323, -2.292, 5.025], [3.735, -4.343, 7.429], [5.220, -4.937, 6.711], [2.655, -4.375, 5.127], [3.260, -5.960, 5.600], [4.172, -4.962, 4.454], [3.405, -5.979, -0.706], [3.126, -7.201, 0.154], [2.319, -6.937, 1.281], [1.020, -6.424, 1.009], [0.154, -7.347, 0.171], [3.875, -5.195, -0.111], [4.073, -6.242, -1.528], [2.493, -5.565, -1.137], [4.066, -7.585, 0.551], [2.689, -8.007, -0.450], [1.091, -5.434, 0.550], [0.551, -6.276, 1.979], [0.574, -7.515, -0.823], [-0.836, -6.910, 0.045], [0.052, -8.320, 0.656], [-4.259, 3.211, 2.692], [-5.015, 2.306, 1.734], [-4.716, 0.934, 1.889], [-5.008, 0.370, 3.155], [-6.480, 0.446, 3.527], [-3.184, 3.065, 2.584], [-4.494, 4.256, 2.485], [-4.516, 3.011, 3.733], [-4.734, 2.550, 0.709], [-6.097, 2.474, 1.810], [-4.385, 0.818, 3.935], [-4.701, -0.673, 3.083], [-6.827, 1.477, 3.618], [-6.651, -0.048, 4.484], [-7.092, -0.042, 2.766], [6.748, 2.802, 0.102], [5.272, 3.146, -0.017], [4.419, 2.264, 0.680], [4.609, 2.174, 2.080], [4.414, 3.488, 2.817], [6.930, 1.785, -0.247], [7.343, 3.490, -0.501], [7.102, 2.869, 1.131], [4.969, 3.077, -1.062], [5.090, 4.182, 0.294], [5.591, 1.743, 2.307], [3.867, 1.456, 2.428], [5.144, 4.242, 2.513], [4.522, 3.335, 3.891], [3.420, 3.890, 2.620], [-0.292, 7.436, -6.393], [-0.525, 6.239, -5.487], [-1.358, 6.514, -4.377], [-2.671, 6.945, -4.676], [-3.482, 5.942, -5.479], [0.138, 8.264, -5.827], [0.394, 7.170, -7.197], [-1.217, 7.792, -6.849], [0.428, 5.915, -5.070], [-0.918, 5.389, -6.057], [-2.648, 7.919, -5.180], [-3.152, 7.107, -3.712], [-3.044, 5.755, -6.461], [-4.496, 6.312, -5.633], [-3.534, 4.987, -4.954]], "total_charge": -1, "e_lumo_ev": 2.12}

=====

Max |F| readings, ordered: 0.189, 0.049 Eh/bohr
HOMO energy readings, ordered: -7.8, -5.1 eV
Total energy readings, ordered: -123844.4815, -69173.3734 eV